Formula: C20H36S4Sb2Zn
Source: the Open Molecules 2025 dataset
Level of theory: the ωB97M-V functional and the def2-TZVPD basis

Geometry as XYZ:
```
63
Properties=species:S:1:pos:R:3
Zn -0.385 0.110 0.336
C 0.515 2.878 2.469
C 0.831 1.652 3.310
S -0.098 0.133 2.881
C 1.249 -1.085 3.081
C 0.898 -2.446 2.506
S 0.514 -2.462 0.734
C 2.102 -2.625 -0.113
C 3.015 -1.410 -0.079
S 2.194 0.142 -0.571
C 3.137 1.248 0.534
C 2.612 2.671 0.496
S 0.816 2.768 0.686
H 1.091 3.724 2.843
H -0.541 3.145 2.548
H 0.577 1.875 4.347
H 1.891 1.409 3.270
H 1.431 -1.191 4.151
H 2.139 -0.672 2.609
H 0.012 -2.859 2.988
H 1.721 -3.141 2.675
H 1.822 -2.870 -1.139
H 2.620 -3.489 0.303
H 3.836 -1.578 -0.774
H 3.439 -1.259 0.912
H 4.176 1.237 0.205
H 3.087 0.829 1.539
H 2.803 3.126 -0.476
H 3.098 3.284 1.255
C -3.129 3.756 -0.696
Sb -2.654 1.710 -0.330
C -4.237 1.265 1.031
C -3.348 0.780 -2.164
C -4.814 0.489 -2.115
C -5.671 1.405 -2.735
C -7.042 1.239 -2.733
C -7.589 0.142 -2.081
C -6.753 -0.755 -1.444
C -5.363 -0.609 -1.449
C -4.616 -1.705 -0.717
Sb -2.490 -1.887 -0.364
C -1.953 -3.015 -2.096
C -2.704 -3.546 0.968
H -3.051 4.314 0.235
H -4.155 3.795 -1.059
H -2.454 4.183 -1.434
H -5.177 1.294 0.482
H -4.243 2.025 1.811
H -4.107 0.284 1.484
H -2.723 -0.089 -2.364
H -3.135 1.518 -2.938
H -5.238 2.257 -3.248
H -7.677 1.950 -3.242
H -8.659 -0.016 -2.073
H -7.187 -1.603 -0.926
H -4.807 -2.656 -1.224
H -5.037 -1.808 0.286
H -2.604 -3.887 -2.128
H -0.917 -3.341 -2.024
H -2.088 -2.426 -3.000
H -3.590 -4.099 0.658
H -2.828 -3.222 1.999
H -1.830 -4.188 0.883
```

Values from the calculation:
HOMO-LUMO gap in eV: 7.408
Electronic energy in Ha: -4635.7095
Total charge: +2
HOMO level in eV: -13.3
Max |F| in eV/A: 0.5

=====

Formula: C20H37AsFeO2SSi
Source: the Open Molecules 2025 dataset
Level of theory: the ωB97M-V functional and the def2-TZVPD basis

Geometry as XYZ:
```
63
Properties=species:S:1:pos:R:3
Fe 0.130 0.474 0.285
C -0.967 -3.646 0.420
C -1.223 -2.177 0.639
O -0.691 -1.369 -0.162
C -2.048 -1.745 1.746
C -2.728 -2.656 2.569
C -3.602 -2.239 3.549
C -3.825 -0.880 3.756
C -3.109 0.045 3.038
C -2.191 -0.342 2.038
O -1.504 0.565 1.433
H -0.335 -3.761 -0.456
H -1.900 -4.183 0.261
H -0.460 -4.078 1.280
H -2.575 -3.715 2.426
H -4.127 -2.965 4.149
H -4.551 -0.550 4.482
H -3.238 1.103 3.200
C -1.537 4.327 0.755
Si -0.230 3.162 -0.038
C 1.572 3.849 0.397
C 1.775 3.711 1.907
C 1.695 5.320 0.007
C 2.666 3.042 -0.302
C -0.745 2.708 -1.895
C -2.032 1.882 -1.843
C 0.314 1.851 -2.591
C -0.985 3.968 -2.725
H -1.495 5.335 0.354
H -1.396 4.395 1.828
H -2.540 3.949 0.595
H 1.009 4.248 2.458
H 2.742 4.128 2.188
H 1.740 2.655 2.199
H 0.978 5.927 0.550
H 1.523 5.459 -1.054
H 2.693 5.689 0.235
H 2.562 1.971 -0.093
H 3.646 3.365 0.048
H 2.640 3.194 -1.375
H -1.876 0.957 -1.276
H -2.333 1.617 -2.856
H -2.847 2.432 -1.384
H 0.574 0.959 -1.994
H 1.219 2.414 -2.797
H -0.079 1.504 -3.544
H -1.773 4.578 -2.293
H -1.288 3.693 -3.734
H -0.084 4.571 -2.799
C 2.245 0.731 4.652
As 3.047 -0.264 3.174
C 4.687 0.635 2.614
C 3.659 -1.943 3.941
S 1.769 -0.725 1.560
H 2.719 0.398 5.575
H 1.175 0.514 4.687
H 2.394 1.801 4.520
H 5.307 0.812 3.494
H 4.466 1.579 2.114
H 5.210 -0.024 1.916
H 4.481 -1.758 4.633
H 3.997 -2.599 3.137
H 2.835 -2.430 4.465
```

Values from the calculation:
HOMO-LUMO gap (alpha / beta) in eV: 7.939 / 6.076
⟨S²⟩: 8.761
Electronic energy in Ha: -5121.6993
Total charge: +1
HOMO level (alpha / beta) in eV: -10.4 / -10.5
2S+1: 6
Max |F| in eV/A: 2.1
ΔE to the lowest compared entry with this formula, charge and spin in kcal/mol: 25.1

=====

Formula: C20H37AsNO3S3Se2SiTi
Source: the Open Molecules 2025 dataset
Level of theory: the ωB97M-V functional and the def2-TZVPD basis

Geometry as XYZ:
```
69
Properties=species:S:1:pos:R:3
Ti -11.819 -11.879 2.544
O -10.628 -10.685 -2.895
C -11.949 -11.259 -2.949
C -12.108 -12.784 -2.674
C -13.679 -12.870 -2.718
O -14.178 -14.102 -2.278
C -11.507 -13.192 -1.358
Se -12.500 -12.439 0.192
C -11.521 -13.715 -3.688
Se -9.625 -13.319 -4.283
H -10.077 -11.276 -3.456
H -12.421 -11.030 -3.939
H -12.527 -10.730 -2.212
H -14.017 -12.839 -3.722
H -14.164 -12.129 -2.131
H -13.965 -14.180 -1.341
H -10.444 -12.939 -1.375
H -11.552 -14.298 -1.246
H -12.104 -13.679 -4.623
H -11.537 -14.736 -3.201
C -11.541 -17.255 7.351
Si -12.664 -16.477 5.975
C -13.810 -17.832 5.418
C -13.798 -15.234 6.755
C -11.577 -15.845 4.565
C -10.426 -16.547 4.253
C -9.497 -16.115 3.326
C -9.807 -14.893 2.698
N -10.875 -14.148 2.992
C -11.804 -14.629 3.875
S -13.080 -13.575 4.165
H -12.121 -17.517 8.250
H -10.753 -16.628 7.729
H -11.092 -18.199 6.969
H -14.372 -18.334 6.228
H -13.175 -18.601 4.919
H -14.519 -17.474 4.690
H -14.300 -15.674 7.689
H -14.572 -14.903 6.151
H -13.186 -14.417 7.124
H -10.216 -17.502 4.823
H -8.685 -16.727 2.941
H -9.175 -14.472 1.933
C -15.194 -8.533 3.745
C -13.846 -9.274 3.345
S -14.022 -10.832 2.543
C -12.662 -8.755 3.686
C -12.379 -7.366 4.196
S -11.220 -9.795 3.511
H -15.123 -7.421 3.751
H -15.403 -8.858 4.818
H -16.048 -8.839 3.175
H -11.918 -7.338 5.193
H -13.239 -6.736 4.262
H -11.739 -6.854 3.468
C -10.142 -9.557 0.137
As -9.040 -10.733 1.089
C -8.042 -11.894 -0.102
C -7.932 -9.530 2.238
O -9.874 -11.862 2.038
H -10.888 -10.080 -0.433
H -9.534 -9.001 -0.569
H -10.620 -8.914 0.872
H -8.853 -12.396 -0.567
H -7.554 -12.627 0.547
H -7.425 -11.359 -0.811
H -7.793 -8.554 1.782
H -6.991 -10.105 2.277
H -8.557 -9.564 3.146
```

Values from the calculation:
HOMO-LUMO gap (alpha / beta) in eV: 5.369 / 5.368
⟨S²⟩: 0.756
Electronic energy in Ha: -10437.0496
Total charge: -2
HOMO level (alpha / beta) in eV: -1.3 / -1.3
2S+1: 2
Max |F| in eV/A: 3.3
ΔE to the lowest compared entry with this formula, charge and spin in kcal/mol: 0.0